one | Here is a 2-piece molecular cluster, C5H6O3 overall from the OMol25 dataset. Energies are from ωB97M-V with the def2-TZVPD basis set.

Gap between HOMO and LUMO   10.418 eV
Charge   0
SMILES   O=C1CC=CO1.C=O
E_LUMO   0.8 eV

Geometry as XYZ:
```
14
C5H6O3 | the OMol25 dataset | ωB97M-V with the def2-TZVPD basis set
O -0.313 1.684 -0.131
C 0.482 0.809 -0.220
C 2.062 0.935 -0.035
C 2.537 -0.427 -0.518
C 1.446 -1.172 -0.804
O 0.226 -0.489 -0.537
H 2.423 1.837 -0.524
H 2.260 1.027 1.040
H 3.627 -0.708 -0.491
H 1.374 -2.247 -1.027
C -3.680 0.587 -0.173
O -3.595 -0.540 -0.519
H -2.803 1.294 -0.343
H -4.477 0.831 0.591
```

=====

two | Here is C5H6O3 as an isolated structure from the OMol25 dataset. Energies are from ωB97M-V with the def2-TZVPD basis set.

Gap between HOMO and LUMO   8.534 eV
Charge   0
E_LUMO   -1.1 eV

Geometry as XYZ:
```
14
C5H6O3 | the OMol25 dataset | ωB97M-V with the def2-TZVPD basis set
C 1.471 -1.666 -0.546
C 1.152 -0.077 -0.090
C 2.405 0.593 0.282
C -0.035 0.707 0.113
C -1.335 -0.074 0.232
H 0.408 -2.557 -0.688
H 2.524 -1.540 -1.367
H 2.007 -2.259 0.582
H 2.541 1.704 0.363
H 3.431 0.115 -0.083
H -3.117 -0.634 -0.434
O 0.017 1.956 -0.132
O -2.501 0.035 -0.710
O -1.232 -0.957 1.051
```

=====

three | Here is one molecule with the formula C5H6O3 from the OMol25 dataset. Energies are from ωB97M-V with the def2-TZVPD basis set.

Gap between HOMO and LUMO   9.085 eV
Charge   0
SMILES   OCc1occc1O
E_LUMO   0.7 eV

Geometry as XYZ:
```
14
C5H6O3 | the OMol25 dataset | ωB97M-V with the def2-TZVPD basis set
O 2.581 -0.106 -0.569
C 1.683 0.352 0.473
C 0.281 -0.055 0.233
O -0.058 -1.422 0.159
C -1.399 -1.489 -0.026
C -1.940 -0.231 -0.185
C -0.824 0.701 -0.026
O -0.858 2.027 -0.068
H 2.623 -1.047 -0.476
H 2.025 0.092 1.480
H 1.745 1.449 0.427
H -1.780 -2.482 0.001
H -2.965 0.005 -0.367
H -1.763 2.326 -0.054
```

=====

We find three to be the most stable, with the next structure 10.3 kcal/mol higher.

=====

one | Here is a 2-piece molecular cluster, C2H8NO2 overall from the OMol25 dataset. Energies are from ωB97M-V with the def2-TZVPD basis set.

Gap between HOMO and LUMO   7.781 eV
Charge   -1
E_LUMO   4.6 eV

Geometry as XYZ:
```
13
C2H8NO2 | the OMol25 dataset | ωB97M-V with the def2-TZVPD basis set
C 0.279 -0.284 1.002
O -0.326 0.851 1.423
C -0.506 -1.220 0.025
N -0.436 -0.767 -1.391
H 0.566 -0.951 1.867
H 1.262 -0.095 0.488
H -1.552 -1.386 0.274
H -0.004 -2.180 0.219
H 0.515 -0.906 -1.719
H -0.482 0.252 -1.282
H 0.844 2.391 -0.786
H -0.087 1.854 0.384
O -0.074 2.440 -0.503
```

=====

two | Here is a 2-piece molecular cluster, C2H8NO2 overall from the OMol25 dataset. Energies are from ωB97M-V with the def2-TZVPD basis set.

Gap between HOMO and LUMO   7.975 eV
Charge   -1
E_LUMO   4.3 eV

Geometry as XYZ:
```
13
C2H8NO2 | the OMol25 dataset | ωB97M-V with the def2-TZVPD basis set
C 0.490 0.628 0.053
O -0.491 -0.216 0.388
C 1.494 0.041 -1.084
N 0.654 -0.600 -2.119
H 1.247 0.658 0.925
H 0.125 1.693 -0.057
H 2.097 -0.634 -0.583
H 2.164 0.705 -1.515
H -0.107 -0.016 -2.330
H 0.233 -1.297 -1.492
H -2.524 0.662 2.394
H -0.993 -0.017 1.310
O -1.850 0.020 2.408
```

=====

We find one to be the most stable, with the next structure 17.9 kcal/mol higher.

=====

one | Here is C24H43Cl2N4O4PtSeSi as an isolated structure from the OMol25 dataset. Energies are from ωB97M-V with the def2-TZVPD basis set.

⟨S²⟩   2.0069
Gap between HOMO and LUMO (spin up / spin down)   6.387 / 6.216 eV
Charge   -1
Spin multiplicity   3
E_LUMO (spin up / spin down)   2.6 / 1.7 eV

Geometry as XYZ:
```
80
C24H43Cl2N4O4PtSeSi | the OMol25 dataset | ωB97M-V with the def2-TZVPD basis set
C -1.699 -0.332 -3.874
C -1.078 -1.416 -3.071
H -1.220 -0.257 -4.853
H -1.556 0.613 -3.337
H -2.784 -0.455 -4.022
C -0.587 -2.531 -3.628
C -0.564 -2.786 -5.096
H -0.204 -3.355 -3.017
H -0.246 -1.911 -5.678
H -1.550 -3.089 -5.473
H 0.124 -3.606 -5.330
Pt 0.085 0.775 0.621
Cl 1.020 2.880 0.236
C -0.714 -1.748 2.319
O 0.062 -1.146 1.498
N -0.292 -2.760 3.079
C 1.106 -3.018 3.418
C -1.258 -3.654 3.704
H -1.781 -1.497 2.399
H 1.781 -2.586 2.667
H 1.235 -4.107 3.449
H 1.335 -2.613 4.420
H -2.260 -3.339 3.393
H -1.182 -3.596 4.793
H -1.077 -4.682 3.378
H 0.638 2.282 5.380
H -1.726 4.337 4.719
C 0.937 2.989 4.590
C -0.982 4.490 3.926
N -0.190 3.286 3.714
H 1.748 2.545 4.005
C -0.578 2.373 2.847
O 0.192 1.385 2.574
H -1.495 4.732 2.994
H -1.558 2.509 2.355
H 1.253 3.941 5.024
H -0.305 5.307 4.212
H 1.695 0.204 -3.070
H 2.078 -2.567 -3.225
C 2.630 0.152 -2.492
C 2.991 -2.271 -2.681
N 2.737 -1.125 -1.815
H 2.652 0.946 -1.746
C 3.096 -1.155 -0.487
O 3.003 -0.206 0.291
H 3.335 -3.117 -2.075
H 3.470 -2.158 -0.179
H 3.480 0.250 -3.186
H 3.760 -2.011 -3.428
O -0.227 -0.140 -1.250
C -1.112 -1.189 -1.546
C 0.362 -3.077 -0.646
C -0.897 -2.502 -0.782
H 1.237 -2.492 -0.956
C 0.476 -4.381 -0.145
H -2.163 -0.886 -1.381
C -2.044 -3.170 -0.371
H 1.479 -4.832 -0.072
C -0.682 -5.067 0.261
C -1.940 -4.465 0.129
H -2.993 -2.637 -0.473
H -0.583 -6.082 0.660
H -2.847 -4.996 0.414
Si -0.360 4.427 -1.704
Cl -0.642 2.442 -2.355
C 1.467 4.973 -1.757
C -1.616 4.789 -0.339
C -0.918 5.770 -2.957
H 2.165 4.154 -2.006
H 1.712 5.401 -0.775
H 1.590 5.772 -2.513
H -0.220 5.846 -3.791
H -0.915 6.741 -2.453
H -1.910 5.627 -3.378
H -1.647 4.021 0.439
H -2.630 4.883 -0.761
H -1.361 5.760 0.110
Se 0.598 -0.341 6.147
C -0.949 -0.551 5.286
N -1.985 -0.702 4.725
```

=====

two | Here is C24H43Cl2N4O4PtSeSi as an isolated structure from the OMol25 dataset. Energies are from ωB97M-V with the def2-TZVPD basis set.

⟨S²⟩   2.0136
Gap between HOMO and LUMO (spin up / spin down)   3.842 / 5.381 eV
Charge   -1
Spin multiplicity   3
E_LUMO (spin up / spin down)   2.2 / 1.6 eV

Geometry as XYZ:
```
80
C24H43Cl2N4O4PtSeSi | the OMol25 dataset | ωB97M-V with the def2-TZVPD basis set
C 3.651 3.300 -0.833
C 2.451 3.424 0.093
H 3.503 3.990 -1.679
H 3.704 2.274 -1.231
H 4.587 3.555 -0.310
C 2.224 4.621 0.791
C 2.642 5.972 0.362
H 1.722 4.564 1.758
H 2.396 6.172 -0.689
H 3.698 6.253 0.516
H 2.046 6.686 0.942
Pt -0.980 -1.763 -1.016
Cl -1.811 -2.392 -3.045
C -0.124 -1.703 1.897
O -0.378 -1.080 0.822
N -0.884 -1.496 2.955
C -2.184 -0.842 2.830
C -0.521 -1.970 4.278
H 0.733 -2.395 1.988
H -2.246 -0.286 1.896
H -2.317 -0.162 3.679
H -2.962 -1.616 2.843
H 0.429 -2.508 4.187
H -1.313 -2.644 4.638
H -0.391 -1.113 4.958
H -3.215 -5.503 -0.231
H 0.039 -7.322 -1.073
C -2.776 -5.717 -1.221
C -0.538 -6.722 -1.788
N -1.317 -5.672 -1.140
H -3.105 -4.978 -1.968
C -0.736 -4.635 -0.579
O -1.445 -3.620 -0.230
H 0.153 -6.294 -2.527
H 0.346 -4.694 -0.391
H -3.026 -6.714 -1.570
H -1.245 -7.367 -2.310
H -0.839 3.145 -2.489
H -1.044 4.550 0.169
C -1.870 2.925 -2.189
C -2.044 4.146 -0.046
N -1.945 2.862 -0.730
H -2.184 1.969 -2.607
C -2.421 1.748 -0.097
O -2.793 0.704 -0.639
H -2.582 3.994 0.903
H -2.454 1.882 1.008
H -2.508 3.746 -2.529
H -2.580 4.868 -0.678
O 1.315 2.662 -0.479
C 1.894 2.058 0.660
C -0.123 2.505 2.144
C 1.179 2.014 1.953
H -0.653 2.913 1.292
C -0.721 2.427 3.396
H 2.529 1.187 0.432
C 1.876 1.477 3.052
H -1.743 2.809 3.540
C -0.024 1.869 4.467
C 1.284 1.389 4.294
H 2.900 1.139 2.875
H -0.493 1.826 5.454
H 1.836 0.960 5.130
Si 1.160 -0.441 -3.428
Cl 0.050 0.197 -1.536
C -0.102 -0.223 -4.825
C 1.389 -2.280 -3.075
C 2.746 0.380 -3.927
H -0.884 0.496 -4.577
H -0.590 -1.173 -5.046
H 0.396 0.118 -5.740
H 2.616 1.434 -4.185
H 3.087 -0.134 -4.838
H 3.528 0.260 -3.174
H 1.337 -2.542 -2.009
H 2.355 -2.616 -3.461
H 0.592 -2.839 -3.571
Se -2.970 -4.568 2.874
C -1.234 -4.685 2.452
N -0.079 -4.761 2.183
```

=====

We find one to be the most stable, with the next structure 37.2 kcal/mol higher.

=====

one | Here is an isolated ion of composition C5H6NO and charge +1 from the OMol25 dataset. Energies are from ωB97M-V with the def2-TZVPD basis set.

Gap between HOMO and LUMO (spin up / spin down)   8.808 / 8.807 eV
Charge   +1
E_LUMO (spin up / spin down)   -7.8 / -7.8 eV

Geometry as XYZ:
```
13
C5H6NO | the OMol25 dataset | ωB97M-V with the def2-TZVPD basis set
C -0.435 -2.071 0.778
C -0.801 -1.165 -0.037
C -0.456 0.678 -0.968
C -0.147 0.196 0.558
C 1.276 0.158 0.994
N -1.200 -0.483 -1.236
O -2.028 -0.717 -2.039
H -0.793 1.644 -1.164
H 0.675 0.621 -1.442
H -0.850 0.569 1.341
H 2.023 -0.332 0.263
H 1.242 -0.243 1.974
H 1.495 1.143 0.976
```

=====

two | Here is an isolated ion of composition C5H6NO and charge +1 from the OMol25 dataset. Energies are from ωB97M-V with the def2-TZVPD basis set.

Gap between HOMO and LUMO (spin up / spin down)   7.094 / 7.407 eV
Charge   +1
SMILES   CC1=CC=C[N+]1=O
E_LUMO (spin up / spin down)   -7.8 / -7.3 eV

Geometry as XYZ:
```
13
C5H6NO | the OMol25 dataset | ωB97M-V with the def2-TZVPD basis set
C 0.973 -0.408 1.570
C 0.211 -0.335 0.390
C -0.794 -0.913 -0.310
C -1.257 -0.168 -1.385
C -0.590 1.063 -1.322
N 0.399 1.011 -0.458
O 1.368 1.719 -0.312
H 0.324 -0.355 2.456
H 1.830 0.384 1.510
H 1.283 -1.480 1.775
H -1.108 -1.978 0.031
H -2.010 -0.522 -2.051
H -0.628 1.982 -1.895
```

=====

We find two to be the most stable, with the next structure 102.5 kcal/mol higher.